A | Computed, not measured: a cluster of 2 separate species, C5H11NO in total, with ωB97M-V with the def2-TZVPD basis set.

frontier orbital gap (spin up / spin down): 9.477 / 8.808 eV
spin multiplicity: 2
charge: +1
LUMO (spin up / spin down): -3.824 / -6.468 eV

Atoms and positions in Å:
N (-0.7519, -1.4520, 0.0361)
C (-1.1180, -0.2205, -0.2317)
C (-0.3613, 0.8804, 0.2199)
C (0.7442, 0.7404, 1.0829)
C (1.6265, 1.7452, 1.2928)
C (-2.3743, -0.0298, -1.0203)
H (-1.2258, -2.1944, -0.4617)
H (0.2334, -1.6508, 0.2538)
H (-0.6347, 1.8765, -0.0840)
H (0.8349, -0.2016, 1.6016)
H (2.5020, 1.6582, 1.9345)
H (1.5560, 2.7017, 0.7973)
H (-2.2216, -0.3371, -2.0507)
H (-2.6302, 1.0238, -1.0542)
H (-3.2420, -0.5206, -0.5866)
H (2.0940, -0.6371, -0.8242)
H (2.9402, -1.8399, -0.4112)
O (2.0285, -1.5425, -0.4944)

Partial atomic charges computed with the Mulliken method, in multiples of e:
1. N -0.27
2. C 0.90
3. C -0.40
4. C -0.01
5. C -0.82
6. C -1.37
7. H 0.31
8. H 0.17
9. H 0.35
10. H 0.42
11. H 0.30
12. H 0.28
13. H 0.37
14. H 0.35
15. H 0.40
16. H 0.33
17. H 0.33
18. O -0.64

---

B | Computed, not measured: the ion C5H11NO with charge +1, with ωB97M-V with the def2-TZVPD basis set.

frontier orbital gap (spin up / spin down): 10.930 / 7.363 eV
spin multiplicity: 2
charge: +1
LUMO (spin up / spin down): -4.113 / -7.712 eV

Atoms and positions in Å:
C (-0.7365, 0.8046, -2.4223)
C (-0.1391, 0.3012, -1.0802)
C (-0.7751, 0.9768, 0.1255)
C (-0.5350, 0.1367, 1.4222)
C (0.7849, -0.5536, 1.3185)
O (1.6897, -0.5592, 2.0665)
N (-0.0434, -1.1485, -1.0042)
H (0.0862, 0.9688, -3.1218)
H (-1.3649, 0.0824, -2.9057)
H (-1.2881, 1.7363, -2.3267)
H (0.8922, 0.6521, -1.1286)
H (-1.8473, 1.0475, 0.0442)
H (-0.3274, 1.9671, 0.2020)
H (-1.2799, -0.6527, 1.3987)
H (-0.6303, 0.7609, 2.3054)
H (0.9629, -1.1213, 0.3084)
H (-0.8979, -1.6444, -0.7736)
H (0.3389, -1.5081, -1.8736)

Partial atomic charges computed with the Mulliken method, in multiples of e:
1. C -1.38
2. C 0.20
3. C -0.76
4. C -0.69
5. C 0.28
6. O -0.21
7. N -0.43
8. H 0.38
9. H 0.37
10. H 0.37
11. H 0.25
12. H 0.41
13. H 0.39
14. H 0.35
15. H 0.38
16. H 0.54
17. H 0.27
18. H 0.28

---

C | Computed, not measured: the ion C5H11NO with charge +1, with ωB97M-V with the def2-TZVPD basis set.

frontier orbital gap (spin up / spin down): 11.771 / 6.515 eV
spin multiplicity: 2
charge: +1
LUMO (spin up / spin down): -3.827 / -9.060 eV

Atoms and positions in Å:
O (-0.0794, 1.7245, 2.1563)
C (0.1271, 0.5671, 2.2819)
N (0.7600, -0.2005, 1.1957)
C (1.0328, 0.4347, -0.0250)
C (-0.0585, 0.3063, -1.1303)
C (-0.1836, -1.1843, -1.5042)
C (-1.5042, -1.3099, -2.3347)
H (-0.0872, -0.1172, 3.1113)
H (1.4029, -0.9079, 1.5480)
H (1.9640, 0.1090, -0.4914)
H (1.1342, 1.5157, 0.1603)
H (0.2064, 0.9465, -1.9751)
H (-0.9935, 0.7916, -0.8399)
H (0.6666, -1.5011, -2.1097)
H (-0.1422, -1.8692, -0.6570)
H (-1.9232, -2.3084, -2.2933)
H (-2.2396, -0.5551, -2.0469)
H (-1.2566, -0.9787, -3.3413)

Partial atomic charges computed with the Mulliken method, in multiples of e:
1. O -0.31
2. C 0.05
3. N 0.08
4. C -0.66
5. C -0.63
6. C -0.36
7. C -1.18
8. H 0.38
9. H 0.36
10. H 0.39
11. H 0.37
12. H 0.38
13. H 0.42
14. H 0.32
15. H 0.37
16. H 0.33
17. H 0.36
18. H 0.34

---

Most stable structure - A; separation to the second - 167.1 kJ/mol.

---

A | Computed, not measured: a structure of composition C2H7IN3, with ωB97M-V with the def2-TZVPD basis set.

frontier orbital gap: 9.479 eV
charge: +1
LUMO: -4.389 eV

Atoms and positions in Å:
C (-0.3830, -0.2547, -0.3777)
C (0.8792, 0.4880, -0.7518)
N (-0.8752, 0.8593, 0.1394)
N (-0.9095, -1.4064, -0.7022)
N (0.2384, 1.6692, -0.1574)
I (2.7818, -0.1885, 0.0271)
H (0.2879, -0.4938, 1.6877)
H (0.9988, 0.6161, -1.8284)
H (-1.7617, 1.1572, 0.5251)
H (-1.8721, -1.6306, -0.4906)
H (-0.3450, -2.1215, -1.1411)
H (0.2685, -0.7921, 2.4196)
H (0.6919, 2.0978, 0.6503)

Partial atomic charges computed with the Mulliken method, in multiples of e:
1. C 0.17
2. C -0.37
3. N 0.07
4. N -0.34
5. N -0.32
6. I 0.27
7. H -0.17
8. H 0.43
9. H 0.23
10. H 0.24
11. H 0.26
12. H 0.21
13. H 0.35

---

B | Computed, not measured: the ion C2H7IN3 with charge +1, with ωB97M-V with the def2-TZVPD basis set.

frontier orbital gap (spin up / spin down): 7.341 / 7.624 eV
charge: +1
LUMO (spin up / spin down): -5.544 / -5.469 eV

Atoms and positions in Å:
C (-0.6476, 0.8045, 0.7498)
C (1.2121, -0.1931, -0.3306)
N (0.2338, -0.1752, 0.5004)
N (1.9954, -1.1535, -0.5294)
N (-1.3971, 0.9652, -0.6341)
I (-0.3638, -2.2521, 1.7590)
H (-1.2833, 0.4368, 1.5670)
H (-0.3257, 1.7881, 0.9782)
H (-0.4815, 0.7236, -1.1680)
H (1.9967, -1.9970, 0.1181)
H (2.8871, -1.1485, -1.1510)
H (-2.0993, 0.2857, -0.8479)
H (-1.7267, 1.9155, -1.0114)

Partial atomic charges computed with the Mulliken method, in multiples of e:
1. C -0.11
2. C -0.07
3. N -0.32
4. N -0.19
5. N -0.38
6. I 0.06
7. H 0.22
8. H 0.32
9. H 0.32
10. H 0.13
11. H 0.32
12. H 0.33
13. H 0.37

---

Most stable structure - B; separation to the second - 11.0 kJ/mol.

---

A | Computed, not measured: the ion C2H7IN3 with charge +1, with ωB97M-V with the def2-TZVPD basis set.

frontier orbital gap: 9.699 eV
SMILES string: N[C@@H]1N[NH2+][C@H]1I
charge: +1
LUMO: -4.127 eV

Atoms and positions in Å:
C (0.1700, -0.4179, 0.6026)
C (-0.9687, 0.4503, -0.2572)
N (0.9409, -0.4711, -0.7405)
N (0.7270, 0.0817, 1.7995)
N (-0.1436, 0.1583, -1.4545)
I (-3.0086, -0.2582, -0.4133)
H (-0.1306, -1.4921, 0.7611)
H (-1.0535, 1.5548, -0.0165)
H (1.6800, 0.1479, -0.6393)
H (0.8499, -0.7290, 2.4815)
H (1.4862, 0.6489, 1.8634)
H (-0.7901, -0.6042, -1.9943)
H (0.2411, 0.9307, -1.9925)

Partial atomic charges computed with the Mulliken method, in multiples of e:
1. C 0.30
2. C -0.91
3. N -0.52
4. N -0.48
5. N 0.09
6. I 0.25
7. H 0.31
8. H 0.40
9. H 0.27
10. H 0.30
11. H 0.23
12. H 0.42
13. H 0.34

---

B | Computed, not measured: the ion C2H7IN3 with charge +1, with ωB97M-V with the def2-TZVPD basis set.

frontier orbital gap: 9.246 eV
charge: +1
LUMO: -4.289 eV

Atoms and positions in Å:
C (0.8124, -1.3923, 1.1872)
C (-1.2015, -0.9178, -0.0430)
N (-0.5032, -1.5694, 0.6831)
N (-1.7472, 2.0419, -1.6958)
N (1.4201, -0.1349, 0.6778)
I (-0.3067, 1.1360, -0.7508)
H (0.9887, -1.5288, 2.2492)
H (1.3850, -2.1506, 0.6910)
H (-2.0943, -1.3482, -0.5822)
H (-1.7407, 2.0938, -2.6336)
H (-2.1684, 2.7807, -1.2523)
H (1.6061, 0.6095, 1.3827)
H (2.2498, -0.5082, 0.1827)

Partial atomic charges computed with the Mulliken method, in multiples of e:
1. C -0.36
2. C -0.07
3. N -0.23
4. N -0.57
5. N -0.67
6. I 0.59
7. H 0.37
8. H 0.35
9. H 0.46
10. H 0.25
11. H 0.26
12. H 0.33
13. H 0.28

---

Most stable structure - A; separation to the second - 9.9 kJ/mol.